Entry 1:
{
  "formula": "C28H32N2O6",
  "method": "ωB97M-V with the def2-TZVPD basis set",
  "homo_lumo_gap_ev": 7.515,
  "relative_energy_kj_mol": 2255.6,
  "max_force_ev_per_a": 15.35,
  "lumo_ev": 0.18,
  "symbols": ["C", "C", "C", "H", "O", "C", "C", "C", "C", "C", "C", "H", "H", "C", "C", "C", "O", "C", "O", "N", "C", "C", "H", "C", "N", "C", "C", "O", "C", "C", "H", "H", "H", "H", "H", "H", "H", "H", "H", "H", "H", "H", "H", "C", "C", "C", "C", "C", "C", "C", "H", "H", "O", "C", "H", "H", "H", "H", "H", "H", "O", "H", "H", "H", "H", "H", "H", "H"],
  "coordinates": [[-7.433, -1.206, 0.314], [-6.281, -0.632, -0.319], [-6.058, -0.419, -1.825], [-6.506, 0.438, -2.187], [-4.845, -0.906, -2.329], [-3.990, 0.129, -1.867], [-2.714, -0.255, -2.099], [-1.601, 0.745, -2.121], [-1.869, 1.986, -1.493], [-3.088, 2.287, -1.133], [-4.237, 1.670, -1.346], [-5.281, 1.881, -1.209], [-3.297, 3.119, -0.799], [-0.706, 2.937, -0.941], [0.345, 2.397, -0.389], [1.188, 3.320, 0.472], [1.313, 4.404, 0.213], [2.088, 2.507, 1.391], [3.115, 3.074, 1.966], [1.665, 1.326, 1.350], [2.240, 0.205, 1.904], [3.069, -0.597, 1.302], [3.653, -1.313, 1.854], [4.221, 0.166, 0.625], [5.349, -0.570, -0.278], [6.646, 0.033, -0.338], [7.681, -1.148, -0.731], [7.341, -1.563, -1.887], [6.040, -2.474, -1.486], [5.007, -1.541, -1.142], [4.100, -1.989, -1.038], [4.714, -0.861, -2.193], [5.914, -2.942, -2.493], [6.262, -3.280, -0.799], [8.545, -0.489, -1.001], [7.925, -1.429, 0.156], [6.892, 0.563, 0.395], [6.401, 0.753, -0.881], [3.833, 0.769, -0.346], [4.603, 0.932, 1.275], [2.660, -1.305, 0.577], [2.738, 0.761, 3.020], [1.389, -0.426, 2.482], [0.610, 0.887, 0.272], [-0.654, 0.398, 0.760], [-0.713, -1.026, 0.462], [-1.936, -1.684, 0.986], [-2.741, -1.029, 1.831], [-2.505, 0.506, 2.085], [-1.517, 1.077, 1.765], [-1.112, 2.064, 1.977], [-3.169, 0.977, 2.813], [-3.857, -1.305, 2.184], [-4.366, -2.757, 2.030], [-4.461, -2.839, 0.967], [-5.340, -2.747, 2.646], [-3.727, -3.475, 2.204], [-2.320, -2.575, 0.683], [-0.194, -1.414, -0.174], [1.222, 0.382, -0.261], [-0.831, 4.066, -1.319], [-0.093, 4.636, -0.725], [-0.528, 0.454, -2.343], [-2.607, -1.116, -2.629], [-6.761, -1.393, -2.288], [-5.618, -0.267, 0.337], [-7.605, -1.354, 1.353], [-8.208, -1.524, -0.243]],
  "forces_ev_per_angstrom": [[5.66, 2.64, -1.91], [-5.65, -2.39, 0.20], [-4.65, -8.32, 0.27], [-0.10, 2.10, -1.09], [0.23, 4.22, 2.16], [1.06, 2.37, -0.25], [2.91, 5.13, -0.30], [-0.97, -0.81, 2.04], [6.33, -2.36, -0.99], [-2.46, -3.94, -1.80], [-1.30, -8.36, -2.47], [0.22, 0.90, 0.46], [-1.16, 8.84, 3.77], [-3.16, -9.34, -2.46], [3.95, -2.92, 5.19], [-0.83, -10.12, -1.24], [0.64, 10.87, -1.28], [4.29, 6.65, 1.86], [-3.69, -2.68, -1.72], [-3.03, -4.18, -2.08], [-5.55, 4.16, 12.83], [8.14, -5.93, -6.38], [-0.33, -0.20, 1.45], [0.58, 0.58, -6.26], [-1.96, 0.30, 8.23], [-0.78, -9.62, -1.61], [1.19, 11.88, -1.91], [-4.38, -7.14, -2.27], [3.03, -0.41, -4.51], [-0.62, 3.81, -4.77], [-2.56, -1.46, 1.13], [0.62, -1.88, 1.15], [-0.50, 0.25, 0.94], [0.62, 0.35, 0.59], [0.37, -0.24, 0.63], [1.17, -4.51, 5.23], [2.07, 3.19, 7.57], [-0.20, 6.24, -6.95], [-0.17, -0.57, 2.35], [0.78, -0.03, 0.30], [-0.60, 0.32, -0.40], [-0.80, -1.78, -3.17], [1.43, 1.33, -1.51], [-3.05, 9.97, 2.79], [1.42, -5.67, 0.87], [-9.84, 7.39, 9.08], [3.11, 1.88, -0.19], [6.28, 7.02, -2.86], [-10.70, -8.18, 5.47], [12.81, 5.00, -6.81], [-0.80, 0.14, 0.37], [-0.38, -0.42, -0.20], [-8.55, -5.31, 3.65], [-4.02, 5.86, -0.56], [-1.15, 0.04, -0.74], [1.75, -0.26, -1.29], [3.76, -3.29, 2.19], [-0.22, -2.77, -1.08], [6.16, -4.41, -7.00], [3.05, -4.14, -4.28], [1.04, 10.17, 0.59], [-1.48, -1.14, -1.93], [-1.61, 0.32, 0.03], [0.58, -2.69, -1.06], [1.04, 3.07, 1.12], [2.87, 1.26, 2.18], [0.59, 0.37, 0.87], [-2.49, -1.17, -2.19]],
  "mulliken_charge": [-1.200, 0.211, -0.722, 0.429, -0.421, 0.432, -0.977, -0.063, 0.503, -1.188, -0.983, 0.457, 0.992, -0.134, -0.436, 0.452, -0.545, 0.662, -0.770, 0.523, -1.240, -0.618, 0.518, -0.517, 0.287, -1.810, -0.898, -0.370, -0.831, -0.402, 0.472, 0.200, 0.313, 0.323, 0.389, 0.572, 0.875, 0.982, 0.196, 0.402, 0.259, 0.363, 0.131, -2.257, 1.463, -1.213, -1.046, 0.717, -0.931, -0.602, 0.559, 0.380, -0.339, -1.204, 0.466, 0.194, 0.574, 0.617, 1.190, 1.990, -0.567, 0.500, 0.489, 0.695, 0.303, 0.517, 0.301, 0.387]
}

=====

Entry 2:
{
  "formula": "C6H11O",
  "method": "ωB97M-V with the def2-TZVPD basis set",
  "homo_lumo_gap_ev": 4.346,
  "relative_energy_kj_mol": 612.7,
  "max_force_ev_per_a": 5.19,
  "total_charge": -1,
  "lumo_ev": 2.11,
  "symbols": ["C", "O", "C", "C", "C", "C", "C", "H", "H", "H", "H", "H", "H", "H", "H", "H", "H", "H"],
  "coordinates": [[-2.344, -0.022, -1.257], [-3.572, -0.525, -1.433], [-1.553, -0.267, 0.029], [-0.277, 0.555, 0.111], [0.888, -0.342, -0.355], [2.162, 0.167, -0.382], [2.767, 0.301, 1.005], [-1.681, -0.257, -2.110], [-2.217, 1.083, -1.347], [-1.401, -1.379, 0.031], [-2.179, -0.008, 0.902], [-0.050, 0.746, 1.206], [-0.219, 1.581, -0.375], [0.546, -1.644, 0.752], [0.381, -1.051, -1.026], [1.954, 0.060, 1.711], [3.685, -0.355, 1.170], [3.110, 1.360, 1.368]],
  "forces_ev_per_angstrom": [[-0.49, 1.01, -1.06], [0.36, -0.01, 0.75], [-1.16, -0.81, -0.02], [1.37, 0.81, 2.01], [-2.83, -4.20, 1.15], [1.59, 0.76, 0.73], [0.25, 1.05, 1.06], [0.80, -0.72, -0.29], [-0.79, 0.86, 0.06], [0.32, 0.96, 0.51], [-0.01, -0.14, -0.38], [-0.28, 0.17, -1.09], [-0.60, -1.43, 0.16], [1.33, 2.27, -1.04], [1.24, 0.85, -0.95], [0.54, -0.51, 0.30], [-1.31, 0.62, -0.46], [-0.33, -1.57, -1.44]],
  "mulliken_charge": [-0.509, -0.880, -0.600, -0.259, -0.425, -0.582, -0.756, 0.160, 0.164, 0.211, 0.350, 0.296, 0.405, 0.143, 0.535, 0.213, 0.296, 0.236]
}